1.
Below is a 2-piece molecular cluster, CH7NOS2 overall, with properties calculated with ωB97M-V/def2-TZVPD.

Each line ends with the natural charge from an NBO analysis.
CARTESIAN COORDINATES (ANGSTROEM)
N: -0.487 -1.628 -1.133  -0.8531
C: 0.437 -2.210 -2.119  0.0842
O: -0.070 -2.070 -3.435  -0.7343
H: -0.126 -0.706 -0.915  0.3568
H: -0.489 -2.234 -0.325  0.3684
H: 1.437 -1.772 -2.097  0.1448
H: 0.387 -3.293 -1.971  0.1614
H: -0.721 -1.370 -3.451  0.4718
S: -1.006 3.652 4.053  -0.1588
S: 0.549 4.666 3.359  -0.0962
H: -1.102 2.407 3.496  0.1254
H: 1.192 4.557 4.539  0.1297

The multiplicity is 1. Its energy above the lowest of the compared OMol25 structures with the same formula, charge and spin is 13.2 kcal/mol. The value obtained for the electronic energy is -968.6277 Eh. The SMILES is NCO.SS.

***

2.
Below is a single CH7NOSi2 molecule, with properties calculated with ωB97M-V/def2-TZVPD.

Each line ends with the natural charge from an NBO analysis.
CARTESIAN COORDINATES (ANGSTROEM)
Si: 2.493 0.153 -0.163  0.8234
C: 0.557 0.234 0.012  -0.3477
N: -0.192 1.210 -0.322  -0.0745
O: -1.588 1.158 -0.091  -0.7300
Si: -2.541 -0.219 0.050  1.1754
H: 2.917 -1.056 -0.911  -0.1550
H: 3.156 1.335 -0.744  -0.1375
H: 2.836 -0.254 1.224  -0.1566
H: 0.280 -0.654 0.621  0.1896
H: -2.057 -1.210 -0.909  -0.2029
H: -2.114 -1.081 1.353  -0.1992
H: -3.746 0.383 -0.121  -0.1852

The multiplicity is 1. Its energy above the lowest of the compared OMol25 structures with the same formula, charge and spin is 61.1 kcal/mol. The value obtained for the electronic energy is -751.1647 Eh. The SMILES is [SiH3]/C=N/O[SiH3].

***

3.
Below is a 2-piece molecular cluster, CH7NOSi2 overall, with properties calculated with ωB97M-V/def2-TZVPD.

Each line ends with the natural charge from an NBO analysis.
CARTESIAN COORDINATES (ANGSTROEM)
C: -3.939 0.548 -0.064  0.2878
N: 1.651 -0.697 0.151  -1.5526
O: -4.037 -0.624 -0.121  -0.4798
Si: 2.999 0.325 -0.018  1.0695
Si: 0.028 -0.412 -0.514  0.8674
H: -3.510 1.065 0.873  0.0876
H: 2.072 -1.671 0.272  0.4159
H: 4.130 -0.211 -0.914  -0.1678
H: 2.372 1.676 -0.530  -0.1685
H: 3.419 0.481 1.463  -0.1773
H: -4.530 1.285 -0.648  0.1044
H: -0.655 -1.766 0.049  -0.2865

The multiplicity is 1. Its energy above the lowest of the compared OMol25 structures with the same formula, charge and spin is 45.3 kcal/mol. The value obtained for the electronic energy is -751.1899 Eh.

***

| no. | gap between HOMO and LUMO (hartree) | HOMO (eV) |
| --- | --- | --- |
| 1 | 0.35733 | -9.35 |
| 2 | 0.39406 | -9.89 |
| 3 | 0.30977 | -8.67 |